# 1
15
Properties=species:S:1:pos:R:3:forces:R:3 method="wB97M-V/def2-TZVPD" de_lowest_kcal_mol=0.8 largest_force_ev_per_a=4.11 total_charge=0
H -1.6885 2.0761 -0.1439 0.06 1.16 -0.07
H 1.5366 -0.4366 0.9062 1.24 -0.69 0.21
C -1.2614 1.1103 -0.1091 1.73 0.13 2.13
O 1.8992 -3.1065 0.2991 -0.92 0.29 -0.27
C 0.5831 -0.3374 0.4801 -1.15 -1.27 -0.11
C -0.1958 -1.4288 0.0044 -0.46 0.10 0.05
H 0.6437 1.7914 0.7824 -0.85 -1.29 -0.09
C -1.5320 -1.2161 -0.3711 -0.12 1.39 0.07
C -2.0876 0.0900 -0.4044 1.46 -1.19 -0.19
H -2.2683 -1.9182 -0.6797 0.24 -1.42 -0.18
P 0.4798 -3.0916 -0.1758 0.66 -0.40 0.25
C 0.0337 0.8774 0.5050 -1.05 3.67 -1.52
I 5.4417 0.1832 -0.0512 0.53 0.27 -0.27
H 4.1345 -0.3996 0.6046 -0.55 -0.31 0.26
H -3.0641 0.3487 -0.7310 -0.81 -0.43 -0.28

***

# 2
11
Properties=species:S:1:pos:R:3:forces:R:3 method="wB97M-V/def2-TZVPD" de_lowest_kcal_mol=0.0 largest_force_ev_per_a=2.12 total_charge=+1 s2=6.034 spin_multiplicity=5
F -20.5228 8.5933 -1.2762 0.21 -0.86 -0.07
O -19.1435 10.5281 -0.0096 -0.11 -1.18 -0.09
O -20.0769 13.1590 -2.9217 0.26 0.74 0.31
O -20.7525 11.2583 -2.2826 0.34 0.53 -0.48
O -17.1026 11.0829 -0.2753 -0.48 -0.35 0.37
Pt -21.4791 10.3860 -0.2878 0.42 -0.58 -0.13
N -20.0470 11.9373 -3.0468 -1.25 -1.08 -0.13
O -19.4498 11.4544 -3.9661 0.51 0.01 -0.05
O -18.4429 12.3158 0.8429 0.02 -0.49 0.01
Pt -19.4958 6.7207 -1.8075 -0.73 1.30 0.42
N -18.1926 11.2878 0.2076 0.80 1.96 -0.15

***

# 3
139
Properties=species:S:1:pos:R:3:forces:R:3 method="wB97M-V/def2-TZVPD" largest_force_ev_per_a=0.54 total_charge=-1 energy_ha=-4096.2245
C 2.9878 -5.4697 0.7010 -0.02 -0.01 -0.01
Cd 1.2083 0.7361 -1.0497 0.07 0.05 0.01
S -0.5345 2.2111 2.7913 0.00 0.21 -0.03
H 5.1526 -1.6386 -0.7713 -0.06 0.00 -0.05
H 5.4934 4.0850 -0.7986 0.01 -0.01 -0.04
H -0.7391 -1.9669 -5.0415 0.00 0.00 0.00
H -3.1998 0.5323 1.5047 0.02 -0.05 -0.01
H 5.9796 3.1227 -2.2001 -0.05 0.05 0.03
H 2.3707 -6.4470 -1.1445 0.00 0.00 0.00
C 2.9277 3.0977 -3.6432 -0.02 -0.01 -0.05
H 5.6419 1.3771 -3.7862 0.01 -0.05 0.03
C -1.8621 -3.6290 -1.8789 -0.05 -0.05 0.04
H 2.0235 -2.6881 4.9846 -0.02 -0.01 0.00
H 3.0104 -4.1376 2.4258 0.00 -0.03 -0.03
C -2.5291 -2.1719 -3.8293 0.01 -0.02 0.00
H -1.7980 -4.1742 1.1092 0.00 0.02 0.04
C 3.7832 -0.3862 1.4894 -0.03 -0.08 0.06
C -2.0711 -3.1914 1.4924 -0.02 0.00 0.01
H 3.9886 3.5717 1.2687 -0.02 -0.06 0.02
C -3.9969 2.6774 -0.2893 -0.03 0.03 0.02
C 5.2121 3.8015 -1.8172 0.08 0.02 -0.01
C 5.7301 0.4719 -3.1766 0.06 0.00 -0.04
C -5.3331 1.9077 -2.1402 0.00 -0.01 -0.01
N 1.3042 3.7393 -0.2908 -0.02 0.03 -0.01
C -0.7119 0.0975 6.0224 0.07 -0.11 0.00
H 2.8551 4.1526 -3.9267 0.00 -0.03 0.01
B -0.8477 1.4817 -1.5195 -0.08 -0.03 -0.06
H 3.6179 2.6098 -4.3373 -0.03 0.02 0.03
H -4.2849 0.9272 -3.7693 0.00 0.01 0.02
H -7.4727 2.6365 1.7565 0.02 0.00 -0.01
H 6.5022 1.1534 1.4923 0.00 0.00 -0.03
H 1.9215 7.5460 -0.4538 0.00 0.00 0.00
C 0.6259 5.9735 0.2358 0.01 0.00 0.00
H 4.6657 -2.3973 -2.2977 -0.03 0.03 0.05
H -1.5025 1.1328 7.7070 0.00 0.00 0.00
C -6.5865 2.3031 1.2080 0.00 -0.01 0.00
C 1.0589 -4.0674 1.4919 -0.03 -0.08 -0.22
H -1.3502 -0.8018 2.4210 -0.10 -0.02 -0.03
C -0.1787 -2.2158 -2.9897 -0.03 -0.02 0.01
C -2.8964 2.1905 -0.9480 0.08 0.06 -0.01
C -1.5527 -0.8421 1.3383 -0.08 0.03 0.08
C -5.2543 2.5259 -0.8945 0.01 0.01 -0.01
C 4.3713 -1.6640 -1.5378 0.03 -0.04 0.05
H 1.9984 -3.9641 -1.3202 0.05 0.06 -0.03
C 1.9235 -5.8692 -0.3330 -0.01 0.01 0.01
H 3.4311 -1.9796 -1.0753 0.00 -0.03 0.02
H -6.3077 5.0776 -0.8465 0.00 -0.01 0.01
H 2.7977 -1.5368 3.8783 0.03 0.01 -0.04
H 6.0554 -0.3407 -3.8358 0.00 0.03 0.02
H -7.7886 3.2957 -1.8736 0.00 -0.01 0.01
H 6.4973 2.1170 0.0056 -0.01 -0.05 0.02
H -7.9429 1.7111 -1.0960 0.00 0.02 0.01
O -1.5976 2.1795 -0.5379 -0.05 -0.01 0.00
H 3.1263 -6.2819 1.4205 0.00 0.01 0.00
H -5.4713 4.7790 0.6783 -0.01 -0.01 -0.01
H 0.3996 -1.7195 6.5125 0.00 0.01 -0.01
C -7.7850 2.7762 -0.9128 -0.01 -0.01 -0.02
C -2.9902 1.5651 -2.1819 0.07 -0.01 -0.01
C -0.2986 1.0861 3.9725 -0.02 -0.27 0.02
C -4.2029 1.4183 -2.8078 -0.02 -0.03 -0.03
H -1.8600 -3.1956 2.5778 0.00 -0.01 0.00
C 3.7054 2.5843 1.6486 0.00 0.11 -0.03
H -6.2949 1.7832 -2.6191 0.03 0.00 0.01
H 4.6004 -1.1138 1.4887 -0.06 -0.02 -0.07
C 1.8510 -1.9889 4.1689 -0.04 0.06 0.07
H 1.0451 0.0789 2.8109 0.03 -0.07 -0.06
H 2.6230 2.5992 1.8115 0.03 -0.02 -0.02
C 1.7422 6.4780 -0.4103 0.01 -0.01 -0.01
N 0.4562 -3.9649 0.1524 0.06 -0.04 0.12
N -0.7976 -2.6603 -1.7401 0.07 0.01 -0.10
H -0.8828 -0.1318 0.8639 0.05 0.06 -0.03
H 0.7736 -3.1798 2.0623 -0.21 -0.27 -0.42
H 0.8140 -2.6604 -3.1375 0.01 -0.02 0.01
H -8.6318 3.1443 -0.3286 0.01 0.00 -0.01
C 2.6214 5.5890 -1.0062 0.02 0.00 0.00
H -4.9718 -1.2823 1.5719 0.00 -0.01 -0.01
H -4.1502 -3.6608 1.8445 0.01 0.01 0.00
H -5.7112 2.4953 1.8304 -0.02 -0.01 -0.01
H 1.8685 -0.2978 -3.5441 0.05 -0.01 -0.01
H -7.2341 4.9060 0.6564 0.01 0.00 -0.01
H 2.9448 -3.3046 0.8804 0.01 0.07 -0.03
C -3.5645 -2.9121 1.3011 0.02 0.01 0.02
H -0.4163 4.1626 0.7422 -0.01 -0.04 0.04
C -3.9191 -1.5012 1.7704 0.01 0.01 0.00
Si 4.0880 0.0040 -2.3537 0.00 0.05 0.00
O -1.7474 1.1406 -2.5655 -0.04 0.00 0.01
H -3.8132 -3.0091 0.2400 0.01 -0.01 0.00
H -3.7826 -1.4418 2.8586 0.00 0.00 -0.02
C -1.0879 -2.5338 -4.1760 -0.02 0.01 0.00
Si 3.5093 2.9715 -1.8528 -0.01 0.02 -0.01
C 0.8711 -0.9446 4.5884 0.11 -0.06 -0.12
H -3.6768 -3.8477 -3.0174 0.00 0.00 0.00
H 0.5650 -4.9100 -1.7134 0.02 0.00 0.03
H 6.5181 0.6425 -2.4374 -0.03 0.00 -0.04
C 6.1106 1.2065 0.4701 0.07 -0.03 0.01
H 1.9398 2.6454 -3.7668 0.03 0.01 -0.01
C -3.0104 -0.4686 1.1066 0.00 -0.04 -0.01
H 5.2298 4.7053 -2.4346 0.00 -0.02 0.02
N 1.0800 -1.3242 -0.3366 0.01 0.00 0.28
H -3.6410 -2.4209 -1.9840 0.01 -0.01 -0.03
C -1.4968 0.1225 7.3014 -0.01 0.00 0.01
H -6.6581 1.2230 1.0581 0.00 0.03 0.01
H -0.0377 -1.1356 -2.9393 -0.01 0.02 0.01
C 0.2192 -0.9428 5.7844 -0.13 0.04 0.11
H -2.5476 -1.1198 -3.5431 0.00 0.05 0.01
H 3.1271 -1.3345 -4.2060 0.00 0.03 -0.01
P -0.0179 -2.3763 -0.2742 0.01 0.00 -0.12
H -2.1851 -3.9434 -0.8883 0.00 0.00 -0.09
H -1.0960 -0.5721 8.0388 0.00 0.01 -0.01
Si 4.2160 1.1682 0.5118 0.01 0.08 -0.01
H 3.0825 0.3813 -4.6262 -0.01 0.00 0.02
C 2.9273 -0.3318 -3.8133 -0.03 -0.01 -0.03
H -3.8774 3.1371 0.6848 0.00 -0.01 -0.03
N -0.9589 1.0573 5.1689 0.07 0.10 -0.08
H 0.6456 -4.9364 2.0239 -0.01 0.01 0.02
H 6.5138 0.3508 -0.0825 -0.03 0.05 0.04
C -3.0367 -3.0352 -2.6582 -0.02 0.02 -0.01
C 3.4560 1.2777 -1.1686 -0.08 -0.05 -0.05
C -6.3656 4.5388 0.1019 0.00 0.01 0.01
N 0.6017 0.0531 3.7236 0.04 0.10 0.14
H -0.0983 6.6229 0.7107 0.01 0.00 0.00
H 1.1630 -6.5064 0.1290 0.01 0.01 0.00
H 3.6233 -0.0931 2.5318 0.00 0.06 0.04
C -6.4890 3.0283 -0.1426 0.01 0.00 0.01
H 1.4740 -2.5369 3.3020 0.20 0.28 0.38
H -3.1804 -2.2818 -4.6996 0.00 0.01 0.00
H 3.9499 -5.3203 0.2044 -0.01 0.01 0.01
C 2.5775 -4.1772 1.4212 -0.01 0.00 0.06
N -1.2564 -2.1775 0.8546 0.06 0.02 0.10
H 3.4982 5.9575 -1.5263 -0.02 -0.01 0.01
H -2.5324 -0.1496 7.0891 0.01 0.00 0.00
C 1.2374 -4.6344 -0.8980 -0.03 -0.05 0.02
H 4.1965 2.4455 2.6177 0.00 0.02 -0.01
C 2.3812 4.2131 -0.9370 -0.04 0.03 0.02
H -1.0203 -3.5932 -4.4451 0.00 0.01 0.00
H -3.1985 -0.4353 0.0255 -0.02 -0.02 0.07
H -1.5050 -4.5422 -2.3809 -0.01 0.00 -0.01
H 2.8770 -0.8671 1.1046 0.01 -0.04 -0.01
C 0.4522 4.5976 0.2633 0.03 -0.03 -0.02

***

# 4
87
Properties=species:S:1:pos:R:3:forces:R:3 method="wB97M-V/def2-TZVPD" largest_force_ev_per_a=5.39 total_charge=+1 energy_ha=-2501.7657
H 6.5110 3.5634 -4.5621 -0.11 0.03 0.07
H 2.9166 3.2568 -4.4203 0.05 0.08 -0.14
C -3.6081 -2.3966 1.7435 -2.65 -0.98 -1.75
H 6.6128 2.1566 -2.9736 0.21 0.13 0.04
H 3.8590 0.3312 8.5531 -0.07 -0.06 -0.17
C 6.2472 2.4496 -1.9875 -0.12 -0.32 -0.07
H -7.0840 1.0386 -3.9855 0.00 -0.10 0.12
C 3.8076 -1.7120 4.8053 0.11 0.20 -0.27
C 4.5677 4.3318 -3.8969 0.24 -0.30 0.09
N 3.8962 3.2990 -4.6969 -0.18 -0.08 0.30
H -2.8581 0.3577 1.3558 -1.49 0.09 0.21
H -5.0934 -3.6673 -5.5084 -0.04 0.13 0.12
N -0.0462 -0.2250 -0.2845 -0.40 -0.23 0.13
F -0.5228 0.5196 4.0400 -2.13 -3.24 0.27
H -4.5608 1.1388 1.2183 0.89 -1.44 0.90
H 3.4434 4.1328 -2.0761 0.04 -0.13 -0.02
C 4.4875 4.0207 -2.3878 -0.22 -0.02 -0.08
H -6.1624 -2.0842 -1.6963 0.03 0.08 0.00
H -5.3818 -1.9417 -5.6070 -0.02 -0.02 0.13
C 5.9920 4.5125 -4.4150 0.14 0.22 -0.18
O 2.5369 -1.0792 4.7870 -0.31 -0.27 0.27
N -2.9441 -2.1947 3.0806 0.68 -1.19 -0.10
C -6.3507 -1.9089 -2.7620 0.13 0.04 0.00
O 4.8491 2.6867 -2.0382 0.03 0.38 0.06
H -5.3594 -3.7619 -3.1635 -0.02 0.09 0.10
H -1.3380 -0.9824 2.0956 -0.51 -1.22 1.13
H 5.0653 4.7418 -1.7971 0.14 -0.04 -0.07
Cl -2.4423 -2.9623 0.4246 -0.97 0.74 1.52
H -6.0927 -0.0454 -4.9524 -0.18 -0.06 -0.14
H 2.1738 -1.1809 -2.7361 0.03 0.16 0.05
C -1.5526 -1.6216 3.0235 2.39 2.38 0.93
H 6.5866 5.1252 -3.7312 -0.04 -0.05 -0.04
C 1.2847 -0.4293 -0.8748 0.11 0.34 -0.27
H 1.8480 -1.1034 -0.2198 -0.09 -0.07 -0.08
H -2.8469 -3.1458 3.5056 -0.22 0.89 -0.23
H -0.7337 -2.4297 3.1397 -1.56 1.20 -0.33
H 4.0247 -2.0691 3.7968 -0.13 0.02 0.03
H 6.7993 3.3181 -1.6173 -0.03 0.02 -0.08
H -4.6824 -1.1278 0.1287 0.27 -0.63 1.92
H 4.0448 5.2809 -4.0588 -0.06 -0.09 0.10
C 0.6931 0.6623 -3.7832 -0.33 0.06 -0.07
H -3.9946 -1.2265 -3.6145 0.09 -0.18 -0.12
H -7.3793 -2.2381 -2.9521 0.01 0.02 -0.13
H 2.9396 0.8381 -1.4959 -0.07 0.07 0.06
H -3.5991 -1.6762 3.6968 0.45 0.06 -0.18
N 2.4474 1.3365 6.3720 -0.26 -0.24 -0.24
H 1.6233 0.0912 7.8300 -0.06 -0.03 -0.13
H -0.6186 0.2491 -0.9850 0.13 0.01 0.12
O -6.2371 -0.5000 -2.9421 -0.16 -0.43 0.14
C -5.3319 -2.7433 -3.5666 -0.06 0.33 -0.17
O 0.2437 -0.5213 -3.1413 0.38 -0.14 0.23
H -3.7169 -2.2614 -2.4204 0.09 -0.10 -0.10
Cl -6.2226 -1.2589 2.0468 1.59 -0.36 -0.52
C -4.5317 -1.1557 1.2732 0.50 1.67 -0.48
C -5.6537 -2.8433 -5.0551 -0.02 -0.24 -0.20
H 2.3248 1.1843 0.1238 -0.06 -0.06 -0.13
H 3.8333 -2.5648 5.4896 -0.01 0.08 0.06
H 6.4260 1.6106 -1.3122 -0.12 0.08 0.03
H 3.7473 -1.3423 7.9965 0.01 0.06 -0.02
H 4.5496 -0.1137 7.0053 -0.13 -0.01 -0.03
H -7.7258 -0.5591 -4.4122 0.07 -0.06 0.00
C 3.7047 -0.2986 7.6713 0.10 -0.04 0.28
H 4.2703 2.3960 -4.4018 0.04 0.15 -0.15
C -1.3647 -0.6147 4.2838 -1.04 0.65 2.83
C 1.1910 -1.1102 -2.2555 -0.25 -0.11 0.04
H 1.5221 1.5957 6.0339 0.08 0.11 0.14
H 4.5815 -0.9886 5.0675 0.09 -0.18 0.12
H 5.9797 5.0153 -5.3872 -0.05 -0.10 0.14
H 0.4669 1.5328 -3.1639 0.21 0.11 -0.06
H 0.1387 0.7745 -4.7167 0.03 -0.15 0.06
C 2.3610 0.0230 7.0227 0.27 0.01 -0.25
C 1.8652 -1.0626 6.0448 -0.03 0.13 -0.01
H -4.3414 -3.2818 1.8806 1.35 1.44 -0.17
O -1.9292 -0.7667 5.3785 2.30 0.63 -4.83
H -3.9597 0.3238 2.8449 -0.15 0.43 -1.82
H 1.7613 0.6250 -4.0153 0.00 0.00 0.09
C 2.0303 0.9021 -0.8923 0.24 0.06 0.19
H 2.9926 1.2168 5.5172 0.03 0.10 0.20
N -3.9663 -2.2260 -3.4077 -0.16 0.14 0.33
H -0.4981 -1.1299 -0.1763 0.09 -0.03 -0.14
H 1.4215 1.7221 -1.2784 -0.02 -0.13 -0.04
C -3.9505 0.2882 1.6873 0.43 -0.98 0.48
H 1.8872 -2.0586 6.5047 0.17 -0.02 0.04
H 0.8483 -2.1393 -2.1012 -0.09 0.07 -0.07
H 0.8156 -0.8528 5.8139 0.11 0.08 -0.02
H -6.7180 -3.0360 -5.2174 0.07 0.03 0.01
C -6.8206 -0.0093 -4.1398 0.20 0.29 -0.01